The following is a DFT calculation (ωB97M-V/def2-TZVPD) of an isolated ion of composition C4H8N3 and charge +1 at a distorted geometry.

The geometry in XYZ format:
```
15
Properties=species:S:1:pos:R:3:forces:R:3
C -0.077 -1.368 1.368 -3.37 -1.01 0.34
N -0.459 -0.741 0.121 2.77 3.63 1.59
N -1.174 -1.155 -0.782 -3.12 -1.91 -0.25
C -1.198 -0.291 -1.749 -0.80 0.71 -3.63
C -0.234 0.644 -1.522 1.13 2.51 -1.75
N 0.244 0.478 -0.315 -1.77 -4.27 0.06
C 0.999 1.309 0.512 1.69 1.22 2.45
H 0.914 -1.343 1.202 3.84 -0.71 0.80
H -0.403 -0.820 2.278 0.12 -0.20 -0.81
H -0.514 -2.409 1.352 0.64 1.21 0.07
H -1.866 -0.258 -2.641 0.78 -0.79 1.02
H 0.200 1.386 -2.257 -0.87 -0.67 1.32
H 1.945 0.947 1.011 -0.31 -0.24 -1.82
H 1.142 2.258 -0.058 -0.05 -0.59 1.06
H 0.481 1.361 1.477 -0.69 1.11 -0.45
```
Positions in Å, forces in eV/Å.

Kohn-Sham gap in eV: 10.721
SMILES string: Cn1ncc[n+]1C
Net charge: +1
Highest occupied orbital energy in eV: -15.0

Computed Mulliken charges, given in elementary charges: C -0.72; N 0.72; N -0.76; C -0.45; C 0.08; N 0.12; C -0.65; H 0.40; H 0.26; H 0.33; H 0.39; H 0.36; H 0.29; H 0.29; H 0.33


The following is a DFT calculation (ωB97M-V/def2-TZVPD) of a 4-piece molecular cluster, C22H55ClN4O2P overall at a distorted geometry.

The geometry in XYZ format:
```
85
Properties=species:S:1:pos:R:3:forces:R:3
O 0.978 0.384 3.146 0.07 -0.68 -0.27
P -0.281 0.215 2.163 0.06 0.87 -0.56
Cl -1.653 -0.286 3.527 -0.08 -0.18 0.08
N 0.059 -1.448 1.240 0.01 -0.44 0.43
C -0.699 -2.686 1.643 -0.01 -0.09 -0.09
C -0.127 -3.294 2.908 -0.14 0.03 0.20
O 1.249 -3.581 2.808 -0.01 -0.23 -0.41
C 2.056 -2.521 2.356 0.18 0.14 0.12
C 1.513 -1.832 1.115 -0.08 0.05 -0.21
H 1.830 0.459 2.684 -0.05 0.29 0.24
H -0.251 -1.204 0.291 -0.06 0.02 0.00
H -0.598 -3.389 0.813 0.04 0.03 -0.03
H -1.754 -2.446 1.753 0.03 0.07 0.06
H -0.633 -4.247 3.057 0.05 -0.01 0.05
H -0.342 -2.679 3.787 0.11 0.12 -0.06
H 3.007 -2.968 2.060 0.03 0.03 0.09
H 2.276 -1.812 3.161 -0.23 0.00 0.01
H 2.088 -0.941 0.853 0.06 -0.03 0.06
H 1.567 -2.513 0.265 -0.05 0.03 -0.03
C -3.034 -0.409 -1.834 0.09 0.05 0.19
C -1.830 -0.039 -2.683 -0.14 -0.01 -0.07
N -0.869 -1.133 -2.777 0.12 0.04 0.32
C 0.418 -0.716 -3.325 0.10 0.02 -0.03
C 0.459 -0.201 -4.765 0.02 -0.02 0.00
C -1.405 -2.390 -3.296 -0.05 -0.10 -0.04
C -2.078 -2.367 -4.671 0.02 -0.03 0.00
H -2.659 -0.804 -0.883 -0.22 -0.01 0.09
H -3.650 0.469 -1.636 0.05 0.02 0.03
H -3.684 -1.160 -2.281 0.09 -0.03 -0.09
H -1.312 0.798 -2.203 0.01 0.03 -0.06
H -2.177 0.333 -3.656 0.07 -0.07 -0.04
H 1.110 -1.558 -3.225 -0.03 -0.02 -0.02
H 0.804 0.072 -2.669 -0.05 0.02 0.00
H 0.340 -1.002 -5.491 -0.03 0.00 0.00
H 1.425 0.270 -4.956 0.00 0.00 0.00
H -0.312 0.548 -4.950 0.00 0.00 0.01
H -2.128 -2.770 -2.569 -0.01 0.05 0.02
H -0.587 -3.114 -3.299 0.03 0.03 -0.03
H -2.772 -1.531 -4.769 -0.01 -0.01 0.01
H -2.652 -3.284 -4.809 0.01 0.00 0.00
H -1.359 -2.308 -5.485 -0.01 0.05 0.00
C 4.293 -0.048 4.296 -0.12 -0.04 -0.02
C 4.800 -1.418 4.726 0.04 0.03 0.03
N 6.160 -1.670 4.296 -0.02 0.00 -0.02
C 6.561 -3.063 4.434 0.01 -0.08 -0.06
C 6.632 -3.658 5.843 0.03 -0.01 -0.01
C 7.145 -0.676 4.706 0.04 0.07 0.00
C 7.297 -0.395 6.205 0.04 0.01 -0.02
H 4.439 0.102 3.221 0.05 -0.01 0.00
H 3.231 0.051 4.537 0.01 -0.01 0.05
H 4.809 0.756 4.820 0.00 0.03 -0.04
H 4.181 -2.200 4.274 -0.01 -0.02 0.04
H 4.655 -1.514 5.814 0.02 0.01 0.00
H 7.531 -3.177 3.944 0.01 0.03 0.01
H 5.857 -3.658 3.843 -0.03 0.03 0.01
H 7.490 -3.290 6.402 -0.02 0.02 0.01
H 6.729 -4.743 5.776 0.00 0.00 0.00
H 5.731 -3.446 6.422 0.00 0.00 -0.01
H 6.906 0.264 4.203 -0.04 -0.01 -0.01
H 8.107 -0.985 4.291 -0.01 -0.04 0.02
H 6.330 -0.267 6.695 0.00 0.01 -0.01
H 7.859 0.529 6.348 0.01 -0.01 0.00
H 7.835 -1.186 6.725 -0.05 -0.02 0.01
C -3.576 2.993 -4.689 0.07 -0.02 -0.03
C -4.447 4.222 -4.482 0.00 -0.01 0.04
N -5.771 3.891 -3.985 0.04 0.03 0.03
C -6.712 4.997 -4.056 -0.09 0.02 -0.06
C -6.436 6.236 -3.198 -0.03 0.00 0.01
C -5.805 3.099 -2.768 -0.01 -0.08 0.03
C -5.091 3.653 -1.527 -0.02 -0.03 0.02
H -4.081 2.259 -5.319 -0.03 0.00 0.02
H -2.640 3.276 -5.174 -0.01 0.01 0.00
H -3.321 2.517 -3.740 0.00 -0.01 0.00
H -4.581 4.728 -5.442 -0.02 0.01 0.01
H -3.907 4.931 -3.835 0.00 0.00 0.00
H -7.704 4.606 -3.815 0.01 -0.01 0.02
H -6.761 5.306 -5.104 0.04 -0.01 0.00
H -6.631 6.057 -2.141 0.03 -0.01 0.00
H -7.088 7.052 -3.513 0.00 0.00 0.00
H -5.407 6.582 -3.303 0.00 0.00 -0.01
H -5.381 2.116 -2.994 0.02 0.01 -0.03
H -6.855 2.910 -2.531 0.00 0.04 0.01
H -4.095 4.029 -1.770 0.00 -0.01 -0.01
H -4.971 2.858 -0.787 -0.02 0.00 0.01
H -5.647 4.458 -1.051 0.03 0.03 -0.03
```
Positions in Å, forces in eV/Å.

Kohn-Sham gap in eV: 6.563
Net charge: +1
Highest occupied orbital energy in eV: -9.7

Computed Mulliken charges, given in elementary charges: O -0.37; P 0.34; Cl -0.13; N 0.27; C -0.79; C -0.50; O -0.38; C 0.00; C -1.17; H 0.36; H 0.09; H 0.43; H 0.49; H 0.36; H 0.30; H 0.38; H 0.15; H 0.53; H 0.47; C -0.79; C -0.70; N 0.47; C -0.65; C -1.12; C -0.72; C -1.04; H 0.01; H 0.12; H 0.31; H 0.42; H 0.40; H 0.40; H 0.36; H 0.26; H 0.43; H 0.23; H 0.33; H 0.47; H 0.22; H 0.39; H 0.27; C -1.33; C -0.31; N 0.08; C -0.63; C -1.00; C -0.69; C -0.98; H 0.23; H 0.39; H 0.46; H 0.44; H 0.17; H 0.40; H 0.30; H 0.23; H 0.41; H 0.27; H 0.37; H 0.38; H 0.27; H 0.37; H 0.27; C -1.23; C -0.43; N 0.10; C -0.72; C -0.97; C -0.74; C -1.01; H 0.35; H 0.49; H 0.03; H 0.50; H 0.25; H 0.37; H 0.43; H 0.22; H 0.40; H 0.28; H 0.36; H 0.36; H 0.21; H 0.38; H 0.34


The following is a DFT calculation (ωB97M-V/def2-TZVPD) of C25H43Cl2EuN6O4Si as an isolated structure at a distorted geometry.

The geometry in XYZ format:
```
82
Properties=species:S:1:pos:R:3:forces:R:3
C -3.058 0.438 -3.762 -0.14 -0.37 -0.10
C -2.953 1.612 -2.837 -0.33 0.73 0.74
H -4.073 0.334 -4.169 0.33 -0.12 0.12
H -2.765 -0.484 -3.221 -0.20 0.44 -0.35
H -2.374 0.535 -4.628 -0.19 0.06 0.43
C -3.932 2.488 -2.559 0.74 -0.54 -0.40
C -5.310 2.424 -3.095 -0.74 0.08 -0.26
H -3.716 3.346 -1.929 0.03 -0.15 0.04
H -5.594 1.416 -3.417 0.00 0.26 0.09
H -5.451 3.101 -3.947 0.00 -0.08 0.07
H -6.017 2.755 -2.325 -0.05 -0.11 -0.11
Eu -0.074 -0.638 0.085 -0.53 0.75 -0.65
Cl -0.254 -3.325 -0.285 0.15 1.41 0.38
C 0.980 2.363 1.032 -0.20 -0.26 -0.10
O 0.357 1.378 1.498 0.48 0.34 -0.50
N 1.395 3.404 1.748 -0.20 -0.20 -0.12
C 1.192 3.477 3.186 -0.04 0.08 -0.08
C 1.976 4.577 1.109 0.09 0.03 -0.11
H 1.236 2.413 -0.044 -0.12 0.05 0.44
H 0.879 2.502 3.560 0.07 0.16 -0.06
H 0.428 4.230 3.417 0.12 -0.15 0.01
H 2.140 3.779 3.644 -0.19 -0.10 0.05
H 2.214 4.345 0.065 -0.05 0.07 0.24
H 2.893 4.862 1.639 -0.17 -0.07 -0.16
H 1.271 5.422 1.125 0.18 -0.28 0.05
H 4.742 -2.307 2.706 -0.19 -0.11 0.12
H 5.274 -3.579 0.338 -0.30 -0.04 0.06
C 3.918 -3.030 2.722 0.31 0.07 0.11
C 4.306 -4.076 0.487 -0.22 -0.08 0.05
N 3.462 -3.274 1.371 -0.48 0.38 -0.13
H 3.078 -2.659 3.317 0.28 -0.08 -0.11
C 2.398 -2.623 0.910 0.63 -0.24 -0.53
O 1.796 -1.701 1.503 -0.38 -0.11 -0.51
H 3.800 -4.199 -0.482 0.20 0.02 0.34
H 2.069 -2.994 -0.079 0.30 0.38 0.35
H 4.276 -3.985 3.110 -0.01 0.08 0.20
H 4.474 -5.060 0.943 -0.06 0.17 -0.15
H -4.000 -0.414 -1.055 0.04 -0.08 0.39
H -4.755 2.147 0.182 0.00 -0.27 0.20
C -4.141 -0.714 -0.004 0.11 0.09 -0.53
C -4.790 1.460 1.042 0.05 0.03 -0.05
N -3.805 0.395 0.892 0.28 -0.38 1.08
H -3.491 -1.570 0.215 -0.23 0.28 -0.09
C -2.767 0.296 1.742 -0.43 -0.60 -0.96
O -1.890 -0.595 1.653 -0.29 0.71 0.01
H -4.557 2.020 1.955 -0.19 -0.04 -0.20
H -2.753 1.044 2.550 0.14 -0.08 -0.26
H -5.197 -0.982 0.150 0.35 0.05 0.05
H -5.798 1.026 1.108 0.30 0.15 0.08
O -1.464 0.529 -1.371 1.25 -1.10 1.99
C -1.617 1.680 -2.108 0.55 0.55 -0.39
C -1.982 3.306 -0.109 -0.30 0.18 0.00
C -1.398 3.018 -1.340 0.05 -0.84 -0.62
H -2.549 2.521 0.411 0.32 0.51 -0.36
C -1.909 4.609 0.404 0.34 -0.54 -0.10
H -0.865 1.697 -2.926 0.05 0.03 0.24
C -0.657 3.995 -2.008 -0.39 0.10 -0.01
H -2.470 4.862 1.304 0.34 -0.01 -0.07
C -1.140 5.567 -0.259 -0.09 0.46 0.05
C -0.546 5.287 -1.490 0.13 -0.59 0.03
H -0.231 3.715 -2.975 -0.05 0.31 0.28
H -0.990 6.550 0.194 -0.29 -0.19 -0.22
H -0.005 6.037 -2.064 -0.04 -0.04 0.34
Si -1.040 -4.928 -2.497 -0.32 -1.97 -0.99
Cl -1.972 -3.121 -3.079 -0.04 -0.68 0.00
C -1.640 -5.751 -0.907 -0.32 0.44 0.60
C 0.770 -4.808 -2.970 0.21 0.41 0.32
C -1.460 -6.468 -3.625 -0.26 0.65 -0.22
H -1.820 -5.044 -0.090 -0.06 -0.44 -0.25
H -0.852 -6.434 -0.569 0.01 0.07 -0.08
H -2.548 -6.347 -1.045 0.16 0.06 -0.31
H -2.473 -6.870 -3.493 0.20 0.17 0.01
H -0.755 -7.263 -3.324 -0.15 0.30 0.05
H -1.303 -6.303 -4.698 -0.01 0.03 0.14
H 1.204 -3.863 -2.640 0.13 -0.10 -0.06
H 0.903 -4.902 -4.055 -0.23 0.06 0.19
H 1.323 -5.635 -2.512 -0.05 0.08 0.07
N 1.946 0.205 -1.094 0.30 -0.11 0.41
C 3.092 0.284 -0.823 0.05 -0.24 0.09
N 4.347 0.439 -0.584 -0.94 0.38 -0.48
C 5.014 -0.364 0.205 1.51 -1.55 1.54
N 5.697 -1.036 0.894 -1.32 1.31 -1.36
```
Positions in Å, forces in eV/Å.

Kohn-Sham gap (alpha / beta) in eV: 7.567 / 8.919
Multiplicity: 7
Net charge: 0
Highest occupied orbital energy (alpha / beta) in eV: -8.7 / -8.7

Computed Mulliken charges, given in elementary charges: C -0.99; C 0.02; H 0.38; H -0.21; H 0.31; C 0.19; C -1.63; H 0.63; H 0.39; H 0.30; H 0.35; Eu 1.13; Cl -0.65; C 0.20; O -0.69; N 0.34; C -0.94; C -0.97; H 0.45; H 0.26; H 0.30; H 0.34; H 0.30; H 0.38; H 0.29; H 0.32; H 0.34; C -0.95; C -0.85; N 0.28; H 0.25; C 0.68; O -0.76; H 0.22; H -0.09; H 0.35; H 0.32; H 0.16; H 0.20; C -0.97; C -0.85; N 0.41; H 0.33; C 0.22; O -0.63; H 0.31; H 0.28; H 0.42; H 0.35; O -0.29; C 0.25; C 0.94; C 0.03; H -0.11; C -0.88; H 0.36; C -0.48; H 0.42; C -0.64; C -0.87; H 0.41; H 0.42; H 0.37; Si 0.77; Cl -0.30; C -1.01; C -0.96; C -1.21; H 0.22; H 0.31; H 0.34; H 0.32; H 0.29; H 0.32; H 0.19; H 0.37; H 0.29; N -0.75; C 0.88; N -0.79; C 0.59; N -0.64


Look up the net charge of the first one. +1


Which of these has the lowest net charge? C25H43Cl2EuN6O4Si